Record 1
# C12H10N2O4

A cluster of 2 separate species, C12H10N2O4 in total in a non-equilibrium geometry (ωB97M-V/def2-TZVPD, the Open Molecules 2025 dataset).

Output
- <S²> = 0.769
- molecular weight (g mol⁻¹) = 246.222
- energy (a.u.) = -873.172508
- maximum force (Eh/bohr) = 0.066
- 2S+1 = 2
- HOMO level (spin up / spin down) (eV) = -12.47 / -12.47
- net charge = +1
- HOMO-LUMO gap (spin up / spin down) (Ha) = 0.272 / 0.122

Structure (XYZ):
```
28
Properties=species:S:1:pos:R:3:forces:R:3:mulliken_spin:R:1
C -23.888 3.305 21.492 -0.96 2.30 -0.10 0.144
H -19.569 3.179 18.183 0.85 0.18 -0.36 0.000
C -23.831 3.700 23.919 0.69 1.53 0.60 0.079
C -24.365 5.479 22.431 -1.56 0.29 -1.52 0.279
O -23.391 4.102 26.205 0.63 0.47 -0.98 -0.012
H -24.473 4.864 20.285 -0.25 0.90 0.13 0.002
C -19.755 2.429 17.429 -1.88 -1.30 0.16 0.000
C -23.741 2.854 22.807 1.12 -1.52 0.56 0.237
C -18.856 1.708 16.606 0.00 1.11 -0.92 0.000
H -23.405 1.829 22.861 -0.13 -0.21 0.77 -0.003
O -23.373 2.386 18.333 3.35 0.14 -0.36 0.000
C -21.584 0.963 16.587 1.09 1.62 0.61 0.000
C -21.118 2.035 17.415 -0.56 -1.32 -0.93 0.000
C -19.273 0.746 15.690 -2.81 -0.34 1.40 0.000
C -24.313 4.634 21.328 1.40 -2.60 -1.36 0.043
H -24.850 6.434 22.293 0.38 0.38 0.12 0.002
O -23.904 2.142 25.540 0.47 -1.05 -0.29 0.019
H -23.694 2.623 20.678 -0.24 0.14 -0.26 0.027
H -22.629 0.691 16.602 0.05 -0.16 0.05 0.000
N -22.148 2.712 18.286 -0.51 1.98 0.81 0.000
O -21.718 3.710 18.926 -1.00 -2.16 -0.97 0.001
H -18.661 0.157 15.023 0.44 0.41 0.10 0.000
N -23.593 3.288 25.336 -1.83 -0.43 0.52 0.001
C -20.656 0.370 15.745 0.82 -0.42 0.43 0.000
H -20.961 -0.540 15.250 -0.11 0.18 -0.53 0.000
C -24.084 5.015 23.719 0.12 -0.20 1.48 0.175
H -17.837 2.038 16.469 0.21 0.09 0.68 0.000
H -24.151 5.699 24.551 0.21 -0.02 0.16 0.007
```
Forces are in eV/Å.

Record 2
# C12H10N6RuS3

A structure of composition C12H10N6RuS3 (ωB97M-V/def2-TZVPD, the Open Molecules 2025 dataset).

Output
- <S²> = 8.789
- molecular weight (g mol⁻¹) = 435.525
- energy (a.u.) = -2080.896873
- maximum force (Eh/bohr) = 0.010
- 2S+1 = 6
- HOMO level (spin up / spin down) (eV) = -9.85 / -12.30
- net charge = +1
- relative energy (zero: lowest compared OMol25 entry of this formula, charge and spin) (kcal/mol) = 20.0
- HOMO-LUMO gap (spin up / spin down) (Ha) = 0.220 / 0.235

Structure (XYZ):
```
32
Properties=species:S:1:pos:R:3:forces:R:3:mulliken_spin:R:1
C -3.062 1.958 1.390 -0.07 0.12 0.00 0.148
C -2.183 -1.426 -1.674 0.19 -0.05 0.02 0.014
C -2.364 -0.287 3.231 -0.02 -0.02 -0.04 -0.015
C -3.004 -2.645 -1.378 -0.03 0.03 0.22 0.027
N -2.582 -3.625 0.997 -0.04 0.03 -0.07 -0.001
H -0.374 -2.053 3.030 -0.09 -0.10 -0.05 0.004
S 1.710 -1.564 0.144 0.24 -0.15 0.11 0.166
N -1.391 1.132 -0.125 -0.05 -0.13 -0.05 0.270
N 1.964 -2.832 2.456 0.08 -0.01 0.01 0.025
H -1.890 -1.078 3.811 0.01 0.02 -0.01 0.004
C -1.660 2.151 -0.947 0.06 -0.05 0.00 -0.042
C -2.605 3.113 -0.664 0.00 0.03 0.03 0.157
H -1.090 2.187 -1.867 0.00 -0.03 0.00 0.009
H 1.727 -3.099 3.397 0.00 0.00 0.00 -0.002
H 2.853 -3.125 2.089 0.00 -0.02 0.01 0.000
C -2.810 -3.232 -0.057 0.06 -0.03 -0.19 0.007
H -2.778 3.924 -1.357 -0.01 -0.03 0.01 0.008
C -1.742 -0.084 1.889 0.14 0.01 0.02 0.329
C 1.167 -2.077 1.701 0.18 -0.07 -0.14 0.023
H -4.085 3.726 0.779 0.03 -0.02 0.00 -0.001
H -3.416 -0.572 3.133 0.02 0.02 -0.01 0.027
N -0.026 -1.733 2.137 -0.27 0.26 0.08 0.036
N -0.847 -0.972 1.331 -0.25 -0.10 -0.17 0.206
H -2.317 0.625 3.827 -0.01 -0.01 0.02 0.009
N -3.535 -4.253 -3.345 0.06 0.09 0.12 0.001
S -1.020 -1.041 -2.875 -0.08 -0.05 0.29 0.281
H -3.615 1.855 2.313 0.02 0.02 -0.01 0.022
C -3.304 -3.553 -2.465 -0.06 -0.07 -0.01 -0.001
C -3.322 2.999 0.531 -0.04 0.00 0.04 -0.023
Ru -0.404 -0.859 -0.676 -0.10 0.45 -0.23 3.147
S -3.848 -1.010 -1.383 -0.03 -0.07 0.01 0.047
C -2.069 1.015 1.061 0.05 -0.05 0.00 0.119
```
Forces are in eV/Å.

Record 3
# C12H10O2

A structure of composition C12H10O2 in a non-equilibrium geometry (ωB97M-V/def2-TZVPD, the Open Molecules 2025 dataset).

Output
- molecular weight (g mol⁻¹) = 186.210
- energy (a.u.) = -613.503142
- maximum force (Eh/bohr) = 0.147
- HOMO level (eV) = -7.90
- net charge = 0
- relative energy (zero: lowest compared OMol25 entry of this formula, charge and spin) (kcal/mol) = 147.2
- HOMO-LUMO gap (Ha) = 0.316

Structure (XYZ):
```
24
Properties=species:S:1:pos:R:3:forces:R:3:lowdin_charge:R:1
H 2.548 2.350 1.050 0.13 -3.71 -0.30 0.164
H 0.508 -0.878 -1.211 -0.16 0.58 1.26 0.140
C 3.676 -0.651 -0.572 2.64 2.32 2.69 -0.068
C 2.471 -1.192 -0.972 2.33 0.74 1.31 -0.117
C -2.725 -1.171 0.448 -0.36 -1.99 1.98 -0.082
C 2.582 1.141 0.707 -2.15 3.57 -0.08 -0.040
C 1.261 0.670 0.110 1.94 -0.17 1.52 -0.181
C -2.361 1.400 -0.402 4.77 5.85 0.65 -0.094
C -1.204 0.827 0.183 -3.73 -4.61 1.34 -0.251
H 2.315 -2.167 -1.418 0.46 0.38 -0.71 0.108
O -0.520 -0.789 1.591 0.71 -0.22 0.37 0.082
H -2.814 -2.321 0.841 0.06 3.06 -0.74 0.151
H -4.807 -1.210 -0.247 2.30 1.73 -0.81 0.128
H 4.704 -0.766 -0.991 -1.12 -1.14 0.27 0.090
H -2.158 2.808 -0.310 -0.88 -4.31 -1.34 0.217
O 0.017 1.301 0.399 2.34 2.14 0.00 0.021
C -3.456 0.780 -0.869 -3.36 -2.55 1.02 -0.117
C -3.797 -0.590 -0.253 0.79 1.23 -1.26 -0.071
H -4.058 1.394 -1.598 -0.02 -1.09 1.35 0.105
H -0.604 -1.546 2.131 -0.54 -1.49 0.79 0.105
C 3.801 0.490 0.514 -1.30 -0.54 -4.40 -0.071
C -1.568 -0.444 0.852 0.71 2.24 -3.39 -0.258
C 1.354 -0.481 -0.602 -3.16 -0.62 -1.66 -0.086
H 4.836 1.043 0.621 -2.40 -1.42 0.13 0.126
```
Forces are in eV/Å.

Record 4
# C12H11BaN2O3SbSe4

A structure of composition C12H11BaN2O3SbSe4 in a non-equilibrium geometry (ωB97M-V/def2-TZVPD, the Open Molecules 2025 dataset).

Output
- molecular weight (g mol⁻¹) = 806.159
- energy (a.u.) = -10670.888116
- maximum force (Eh/bohr) = 0.036
- HOMO level (eV) = -0.86
- net charge = -2
- relative energy (zero: lowest compared OMol25 entry of this formula, charge and spin) (kcal/mol) = 28.2
- HOMO-LUMO gap (Ha) = 0.175

Structure (XYZ):
```
34
Properties=species:S:1:pos:R:3:forces:R:3:lowdin_charge:R:1
Se -2.117 -2.447 0.735 -0.11 -0.08 -0.41 -0.404
Se -3.354 -0.329 3.913 -0.14 0.00 0.07 -0.354
C -2.163 2.765 1.600 -0.12 0.18 -0.50 -0.023
C -0.736 1.708 -2.871 0.12 -0.03 0.43 -0.666
O 2.693 -0.185 -0.354 -0.01 0.57 -0.07 -0.092
O 0.179 1.057 -2.265 0.20 0.75 -1.66 -0.398
H 1.769 2.038 0.945 -0.13 0.03 -0.01 0.031
Se -0.440 -3.361 4.217 0.02 -0.14 0.17 -0.378
C -3.016 4.460 -1.608 -0.17 0.16 0.03 -0.024
C -3.697 4.571 2.050 0.01 -0.05 0.21 -0.091
C -2.975 4.203 -0.217 -0.04 0.05 0.13 -0.168
C -1.521 2.631 -1.931 -0.03 0.15 -0.25 -0.200
H 2.971 3.075 0.135 0.08 -0.12 0.04 0.077
C -2.921 3.472 2.485 -0.01 0.03 0.06 -0.065
H -4.344 5.761 0.402 0.00 0.01 -0.03 0.099
C -2.325 3.670 -2.469 0.09 -0.09 0.10 -0.007
H -4.293 5.117 2.771 -0.01 0.01 0.02 0.094
Se 0.281 0.225 2.667 0.46 0.21 0.03 -0.291
H -3.636 5.276 -1.968 0.02 -0.02 -0.01 0.107
Sb -1.468 -1.555 2.965 -0.11 0.02 0.44 -0.485
H 5.043 0.187 0.148 0.00 0.03 0.01 0.106
Ba -0.169 -0.254 -0.341 -0.03 -1.03 1.30 1.399
H -1.570 1.910 1.902 0.04 -0.04 0.18 -0.016
H 1.712 2.284 -0.818 -0.16 -0.11 -0.03 0.063
H -2.366 3.797 -3.540 0.05 -0.04 -0.05 0.107
C -2.178 3.129 0.229 0.24 -0.34 -0.09 -0.185
H -2.935 3.154 3.519 -0.05 0.00 0.03 0.096
C 2.370 2.169 0.040 0.03 0.07 0.03 -0.030
O -1.077 1.638 -4.044 0.00 0.16 -0.26 0.018
N 4.531 1.044 0.018 0.10 0.13 0.07 0.149
C -3.727 4.934 0.736 0.05 -0.04 -0.19 -0.063
H 4.883 1.878 0.454 0.08 -0.07 0.02 0.090
N -1.427 2.381 -0.653 -0.43 0.17 0.30 0.091
C 3.181 0.915 -0.117 -0.06 -0.56 -0.10 -0.589
```
Forces are in eV/Å.